A molecular structure, C32H43BrN4O3Pd, computed with ωB97M-V/def2-TZVPD.

XYZ file:
```
84
Properties=species:S:1:pos:R:3:forces:R:3:mulliken_charge:R:1
H 0.93080 -1.68120 -6.77870 0.0846 -0.0333 -0.0005 0.47
C -4.20890 1.79710 -6.58650 0.0702 0.1751 0.0636 -1.64
H -1.90880 -0.89830 1.52820 -0.2793 -0.2154 -0.1023 -0.08
C -2.29270 3.42380 -6.58420 -0.1671 -0.0326 0.0803 -1.61
C -2.57170 1.79390 -4.72010 -0.0170 -0.0157 0.2190 -0.32
H -0.77560 -1.27220 -6.83840 -0.1072 0.0401 -0.0993 0.41
C -2.06400 1.02740 -2.51690 0.4614 -0.2943 0.2272 -0.20
H -1.71300 2.74310 -7.20140 0.0952 -0.0944 -0.0473 0.33
H -4.74490 2.40780 -7.30920 -0.0997 0.0721 -0.1630 0.47
Pd -0.09000 -0.22100 0.04830 2.4980 -0.3639 -0.4625 0.33
C 0.19040 -0.95060 -6.45380 -0.0284 0.0447 0.2854 -2.35
H 1.74840 0.60090 -4.80100 0.0423 0.0535 -0.0598 0.36
C -0.13450 -3.13760 1.54040 -0.3420 -1.2238 1.6221 -0.72
H 2.34700 -1.06230 -4.84610 0.1456 -0.1165 -0.1033 0.35
N 0.10220 -2.48990 0.37330 -0.1850 2.5100 -1.5067 -0.21
C -2.32290 -1.92130 1.49680 0.1493 0.0579 0.0630 -1.02
H -4.93640 1.27940 -5.96580 -0.0931 -0.1071 0.0335 0.36
C -0.86080 0.07230 -4.36290 -0.0206 -0.1922 0.4026 -0.44
H 3.84070 -5.42540 -3.46290 0.0160 -0.0149 0.0081 0.43
C 1.31390 -4.80070 -2.12390 0.9708 0.2162 -0.5293 -0.96
H 2.78260 -4.67700 2.44460 0.0859 -0.0632 0.0124 0.51
C -1.63510 0.86390 -5.18160 -0.1251 0.2423 0.0817 -0.70
C 0.38590 1.16270 2.31810 0.3287 -1.1720 1.3530 0.63
N 0.90820 -3.05100 -0.56030 0.5058 -0.2116 -1.2367 1.33
O -0.32190 -0.52940 -2.11920 0.6062 -0.6745 1.5065 -0.25
H 1.61250 -0.42640 -3.36830 0.0209 0.0618 0.0824 0.02
H -1.08660 -2.64340 -4.73130 -0.0793 -0.0434 -0.0690 0.36
H -2.80250 4.11860 -7.24810 -0.0796 0.1012 -0.1141 0.47
H 1.05590 -5.77810 -2.49960 -0.0835 -0.1106 -0.0172 0.47
C 0.61600 -4.29000 -1.07390 0.0535 0.9076 0.6507 -0.47
H -1.60410 3.98820 -5.95930 0.0946 0.0810 0.0485 0.35
H 0.45630 0.01130 -6.88920 -0.0352 0.0727 -0.0977 0.40
H 2.53800 -5.09210 -4.59340 -0.0463 0.0000 -0.0402 0.39
C 0.78600 -4.02010 2.17310 -0.4176 0.6493 -0.2752 1.75
H 2.07750 -1.32200 -0.70190 -0.1583 -0.3714 -0.0818 0.36
C 1.90700 -2.30640 -1.14080 -0.9834 -0.3851 0.9943 -0.21
C -1.67150 -3.42960 3.39930 0.2679 -0.2107 0.2054 -1.04
H -3.62680 1.05600 -7.12630 0.0575 -0.1269 -0.0900 0.31
C -2.78870 1.84730 -3.35380 -0.0265 -0.0464 -0.2394 0.14
H -3.52800 2.49910 -2.92270 -0.1030 0.1450 0.0461 0.51
C -0.04190 1.17220 3.75840 0.6406 0.1188 -0.1317 -1.55
H -4.99380 3.23170 -4.45460 -0.1011 -0.0197 0.1360 0.39
C -1.03290 0.15340 -2.93660 -1.0664 0.8806 -0.5611 -0.07
C 0.24880 2.28880 1.46250 0.1025 0.7082 -2.3582 0.71
H -3.61610 4.33930 -4.34200 0.0416 0.1096 0.1178 0.44
O 1.33370 -0.94550 2.45890 -0.2376 1.6147 -0.1287 -0.60
H -4.65980 4.35620 -5.76140 -0.0508 0.0703 -0.0823 0.44
C -4.19700 3.71400 -5.01510 0.1492 -0.1744 -0.1085 -2.21
O 0.45070 3.21170 -0.64480 -0.2665 -0.4839 0.7245 -0.45
H -1.10610 1.38130 3.85760 -0.0835 0.0623 -0.1371 0.34
H 0.63830 4.07080 2.57780 -0.0040 -0.0219 0.0443 0.33
H -1.00690 -4.73850 4.96380 -0.0286 -0.0724 0.0586 0.40
C -1.37540 -2.85650 2.18220 0.3879 -0.0293 -0.6530 1.10
H 0.50330 1.92950 4.31900 -0.0044 0.0205 0.2508 0.40
C 1.56440 -0.41540 -4.45300 -0.1263 -0.0643 0.0169 -1.29
H -0.19290 -4.81650 -0.59030 -0.0560 0.1295 0.0694 0.51
C -3.31100 2.67750 -5.70940 -0.0790 0.0311 -0.1206 1.94
H 3.40580 -2.19600 -2.61720 0.0967 0.1085 0.0077 0.41
H 2.62390 -3.25920 1.41770 0.0831 -0.0025 -0.0667 0.24
H -0.07120 -2.32560 -3.32230 -0.0543 -0.0769 0.0555 -0.09
C -0.16820 3.62400 1.99460 -0.0205 -0.0166 -0.2757 -1.40
H -2.44130 -2.20960 0.44820 -0.0104 0.2264 0.0585 0.19
H 0.64400 -3.00410 -4.78960 0.1153 -0.1359 -0.1246 0.41
C 2.63080 -2.80560 -2.18220 0.0701 -0.8926 -0.6957 -0.81
N 0.53760 2.08220 0.19120 -0.2702 -0.1655 0.5903 -0.07
C 0.42840 -4.58840 3.38090 -0.3213 -0.0839 0.2445 -1.01
C 3.17490 -4.64360 -3.83260 0.0553 -0.0242 -0.0534 -1.74
C -0.77640 -4.30200 4.00340 -0.0090 -0.0018 -0.0134 -0.84
C 2.18020 -4.22370 1.66200 -0.0116 0.0230 0.0630 -1.32
H 0.84320 2.93170 -1.48220 -0.0901 -0.2593 0.1814 0.34
Br -2.47880 1.07450 -0.63510 -0.5118 0.2150 -0.4109 -0.24
H -1.51650 0.77870 -6.24810 0.1292 -0.0390 -0.1906 0.41
H -1.04040 3.51930 2.63640 -0.0025 -0.0301 0.0814 0.36
C -0.10190 -2.31040 -4.40660 0.0343 0.1551 0.0560 -1.30
H -3.30080 -1.90570 1.97160 -0.0450 -0.0241 0.1109 0.49
C 0.18040 -0.89180 -4.92180 0.1082 -0.0448 -0.0280 2.60
H -0.41280 4.28540 1.16620 0.0190 -0.0015 0.1098 0.40
H 3.78550 -3.87320 -4.29520 0.0463 0.0263 -0.0816 0.37
C 2.36810 -4.07670 -2.71410 -0.4639 0.2866 0.7398 0.89
H 1.12800 -5.25160 3.86980 0.1121 -0.0458 0.0542 0.41
H 0.16860 0.19130 4.18010 0.0148 0.0298 0.0183 0.39
H -2.60990 -3.20290 3.88620 -0.0988 0.0526 -0.0107 0.43
N 0.97730 0.07930 1.80480 -1.4224 -1.4392 -0.1415 0.17
H 2.21860 -4.87250 0.78620 0.1526 -0.0296 -0.0660 0.26
```
Positions in Å, forces in eV/Å.

LUMO level (alpha / beta): -1.040 / -0.917 eV
Total charge: 0
HOMO energy (alpha / beta): -7.00 / -7.00 eV

=====

A molecular structure, C17H14BrN2O8Pt, computed with ωB97M-V/def2-TZVPD.

XYZ file:
```
43
Properties=species:S:1:pos:R:3:forces:R:3:mulliken_charge:R:1
H 0.21351 -1.80896 4.63035 0.0007 0.0013 -0.0037 0.53
O 2.94014 1.60188 -0.17260 0.0088 -0.0022 0.0676 -0.73
H -1.32330 -3.70478 -0.14375 -0.0273 0.0175 0.0376 0.34
C 0.51023 -0.86713 5.07157 0.0004 0.0021 0.0049 -0.28
C -1.61495 2.66632 -0.54092 -0.0125 -0.0099 -0.0783 0.03
N -0.50498 1.93872 -0.59929 -0.0253 0.0474 -0.0177 0.19
O -0.26437 -0.92090 2.40358 -0.0232 -0.0116 -0.0359 -0.66
O -0.22976 5.76462 0.64042 -0.0371 0.0001 -0.0121 -0.55
C -0.75973 -2.77650 -0.00756 0.0395 0.1200 0.0436 -0.45
H 1.61110 0.58550 7.92226 0.0037 0.0000 -0.0005 0.35
H 0.98482 -3.87664 0.65932 0.0118 0.0191 0.0051 0.58
O -3.93686 2.44752 -0.98340 0.0058 0.0157 -0.0762 -0.69
Br 0.98672 -2.27017 7.52352 0.0002 -0.0049 0.0034 -0.24
Pt -0.69405 0.07477 -0.94219 0.0040 0.0557 0.0043 0.98
H 0.66619 5.96195 0.93062 0.0439 0.0118 0.0139 0.29
N 1.26598 1.59197 6.15064 -0.0041 -0.0079 0.0039 -0.67
H 2.06496 -2.69172 -1.65393 -0.0191 0.0259 0.0000 0.29
C 0.69771 2.37225 -0.25321 0.0331 -0.0572 0.0691 -0.16
C -0.04333 -2.56791 -2.21265 0.0644 -0.0138 0.0425 -0.42
C -2.86520 1.87929 -0.93369 -0.0391 -0.0263 0.2088 0.45
H 0.25152 -1.76134 -2.87803 0.0022 -0.0104 -0.0077 0.25
O -2.65568 0.61553 -1.16652 0.0164 -0.0204 0.0061 -0.69
H 0.85331 2.37519 4.28000 -0.0105 0.0013 0.0008 0.49
H -0.60982 -3.31393 -2.77451 -0.0082 -0.0054 0.0195 0.38
C 0.03757 0.21594 2.82334 0.0369 -0.0216 -0.0554 0.21
C 0.48196 0.27851 4.29255 -0.0149 -0.0206 0.0249 0.09
C 0.73516 -3.00992 0.04838 0.0056 -0.0359 -0.1129 -0.37
H 1.21880 -2.12951 0.46448 -0.0436 0.0353 0.0822 0.09
H 1.83183 4.03080 0.44530 0.0098 -0.0215 -0.0038 0.42
C 0.91997 -0.74629 6.38508 0.0010 0.0064 -0.0112 0.08
C 0.86858 1.47600 4.88267 0.0240 0.0030 -0.0073 -0.15
O 0.03681 1.30521 2.21652 -0.0059 0.0340 -0.0349 -0.56
C -0.28769 4.47499 0.22256 -0.0088 -0.0386 -0.0066 1.13
H 1.22500 -4.24596 -1.69056 0.0115 0.0022 -0.0061 0.27
C 1.12433 -3.19121 -1.43092 -0.0182 -0.0317 -0.0052 -0.58
C 0.85169 3.67581 0.15357 -0.0242 0.0450 0.0177 -0.24
H -1.12611 -2.18090 0.82770 -0.0241 -0.0547 -0.0641 0.30
H -2.43149 4.58534 -0.06577 -0.0153 -0.0204 -0.0070 0.52
O -0.94069 -1.99737 -1.22849 0.0601 0.0000 -0.0230 -0.64
C 1.28946 0.48768 6.89150 -0.0071 0.0084 0.0060 -0.16
C 1.77914 1.30211 -0.35313 -0.0162 -0.0038 -0.1656 0.28
O 1.33911 0.12353 -0.70057 -0.0355 -0.0847 0.0575 -0.67
C -1.54260 3.97560 -0.13115 0.0364 0.0512 0.0156 -0.64
```
Positions in Å, forces in eV/Å.

LUMO level: 2.503 eV
Total charge: -1
HOMO energy: -5.71 eV

=====

Molecular weight: 718.05; 649.29 (g/mol)